Arrangement 1

Below is a 13-piece molecular cluster, C4H35NO12 overall, with properties calculated with ωB97M-V/def2-TZVPD.

* charge: 0
* Kohn-Sham gap: 9.46 eV
* HOMO: -0.35958 hartree

The geometry in XYZ format:
```
52
C4H35NO12 | the Open Molecules 2025 dataset | ωB97M-V/def2-TZVPD
C -2.08 -3.29 -0.05
C -1.63 -1.97 -0.63
C -0.79 -2.16 -1.92
C -0.20 -0.96 -2.60
N 0.58 -0.01 -1.79
H -2.33 -3.94 -0.89
H -2.91 -3.25 0.66
H -1.36 -3.60 0.71
H -2.43 -1.32 -1.06
H -1.25 -1.23 0.09
H 0.00 -2.84 -1.53
H -1.39 -2.78 -2.58
H -0.89 -0.42 -3.25
H 0.61 -1.34 -3.24
H 1.00 -0.41 -0.95
H 0.01 0.72 -1.40
H 3.75 0.25 0.84
H 3.38 0.34 -0.67
O 3.22 -0.19 0.15
H -2.36 1.56 -0.27
H -3.47 1.76 -1.29
O -2.57 1.42 -1.20
H 2.46 0.42 2.41
H 3.76 1.31 2.75
O 3.36 0.44 2.74
H 0.98 4.90 0.81
H -0.40 4.13 0.60
O 0.20 4.55 1.23
H -1.14 1.48 2.44
H -2.05 2.32 1.66
O -1.83 1.40 1.77
H 2.27 1.06 -1.69
H 2.62 0.55 -2.92
O 3.11 0.92 -2.16
H 3.30 -2.58 -1.55
H 3.25 -1.15 -1.54
O 3.77 -1.85 -1.96
H -4.77 0.01 -2.04
H -3.31 0.24 -2.52
O -4.16 -0.16 -2.77
H 0.41 2.98 2.57
H 1.78 2.56 3.37
O 1.10 2.34 2.73
H -0.05 1.20 0.03
H 0.72 2.35 0.95
O 0.07 2.12 0.26
H -1.27 -1.06 2.58
H -2.58 -1.50 2.36
O -1.89 -1.66 3.03
H 1.00 -0.64 3.13
H 1.46 -1.91 2.31
O 0.94 -1.11 2.30
```

---

Arrangement 2

Below is a 13-piece molecular cluster, C4H35NO12 overall, with properties calculated with ωB97M-V/def2-TZVPD.

* charge: 0
* Kohn-Sham gap: 9.62 eV
* HOMO: -0.34450 hartree

The geometry in XYZ format:
```
52
C4H35NO12 | the Open Molecules 2025 dataset | ωB97M-V/def2-TZVPD
C -1.21 0.22 -0.96
C 0.15 -0.18 -0.17
N 0.57 1.17 0.46
C 1.03 0.89 1.79
C 1.60 1.96 -0.21
H -2.01 0.36 -0.21
H -0.86 1.10 -1.36
H -1.56 -0.52 -1.65
H 0.93 -0.56 -0.93
H -0.10 -0.91 0.61
H 1.93 0.28 1.82
H 0.32 0.27 2.31
H 1.14 1.93 2.25
H 2.50 1.37 -0.59
H 1.08 2.32 -1.16
H 1.89 2.90 0.28
H -1.18 2.49 -1.91
H -0.79 3.86 -2.87
O -1.52 3.37 -2.18
H 0.28 1.51 -4.14
H 1.50 1.54 -3.13
O 0.64 1.94 -3.34
H -3.10 -1.36 0.51
H -2.87 -2.68 0.10
O -3.37 -2.31 0.80
H 4.34 -0.68 -0.23
H 4.20 0.91 -0.63
O 4.52 0.29 0.07
H -2.46 -2.27 2.24
H -2.05 -0.99 2.88
O -1.67 -1.85 2.60
H 2.61 -3.37 0.92
H 1.06 -3.29 0.68
O 1.99 -3.32 0.33
H 2.47 -2.43 -0.95
H 3.48 -2.83 -2.09
O 3.02 -2.06 -1.70
H -1.05 1.74 0.71
H -2.28 2.91 0.77
O -2.02 1.97 1.11
H 3.12 0.30 -3.77
H 2.66 -0.61 -2.61
O 2.71 0.28 -2.88
H -0.63 -2.33 1.27
H -1.17 -3.84 1.35
O -0.56 -3.23 0.87
H -2.53 1.23 2.65
H -2.03 0.62 4.06
O -2.75 0.52 3.26
H -4.66 0.27 1.31
H -3.29 0.82 0.99
O -3.99 0.29 0.68
```

---

arrangement 1 is favored, and the nearest alternative lies 0.0247 hartree above it.

---

Arrangement 1

Below is H12NaO6 as an isolated structure, with properties calculated with ωB97M-V/def2-TZVPD.

* charge: +1
* Kohn-Sham gap: 11.89 eV
* HOMO: -0.54900 hartree

The geometry in XYZ format:
```
19
H12NaO6 | the Open Molecules 2025 dataset | ωB97M-V/def2-TZVPD
Na 27.05 38.03 -12.57
O 29.59 37.96 -11.92
H 29.93 37.86 -12.82
H 30.36 37.80 -11.35
O 28.25 39.64 -14.47
H 27.99 40.48 -14.07
H 28.53 39.87 -15.37
O 25.94 36.80 -14.56
H 25.14 36.27 -14.65
H 26.51 36.52 -15.29
O 25.33 38.02 -10.87
H 24.85 37.41 -10.31
H 24.69 38.71 -11.09
O 27.54 39.86 -10.89
H 27.94 40.74 -10.83
H 28.02 39.32 -10.25
O 27.58 35.63 -11.91
H 27.24 34.79 -12.24
H 28.54 35.50 -11.84
```

---

Arrangement 2

Below is H12NaO6 as an isolated structure, with properties calculated with ωB97M-V/def2-TZVPD.

* charge: +1
* Kohn-Sham gap: 11.85 eV
* HOMO: -0.55823 hartree

The geometry in XYZ format:
```
19
H12NaO6 | the Open Molecules 2025 dataset | ωB97M-V/def2-TZVPD
Na -0.28 0.04 0.46
O 2.02 -0.24 -0.54
H 2.87 0.17 -0.56
H 2.04 -0.66 -1.42
O -2.28 -0.68 1.19
H -2.16 -1.46 0.67
H -2.84 -0.23 0.61
O -0.61 0.96 -1.61
H -1.27 0.87 -2.25
H -0.37 1.85 -1.87
O 1.02 2.39 0.35
H 0.35 3.04 0.45
H 1.67 2.90 -0.16
O -0.74 -1.99 -0.74
H -1.28 -2.76 -0.75
H -0.66 -1.89 -1.68
O 0.71 -0.99 2.30
H 0.28 -0.76 3.11
H 1.54 -0.54 2.45
```

---

arrangement 1 is favored, and the nearest alternative lies 0.0221 hartree above it.

---

Arrangement 1

Below is a 14-piece molecular cluster, C42H84O42 overall, with properties calculated with ωB97M-V/def2-TZVPD.

* charge: 0
* Kohn-Sham gap: 10.45 eV
* HOMO: -0.37529 hartree

The geometry in XYZ format:
```
168
C42H84O42 | the Open Molecules 2025 dataset | ωB97M-V/def2-TZVPD
C -2.93 0.74 2.00
O -4.09 1.19 2.78
C -4.68 0.38 3.73
O -4.52 -0.78 3.89
O -5.49 1.28 4.41
C -6.03 0.88 5.68
H -3.26 -0.15 1.45
H -2.01 0.44 2.50
H -2.75 1.44 1.19
H -6.62 -0.02 5.54
H -6.73 1.62 6.07
H -5.26 0.72 6.43
C 2.37 0.01 5.45
O 2.16 -1.15 4.67
C 0.95 -1.82 4.51
O 0.85 -2.79 3.78
O -0.10 -1.19 5.10
C -1.47 -1.60 4.90
H 2.13 -0.19 6.49
H 1.77 0.84 5.09
H 3.41 0.31 5.34
H -1.61 -2.49 5.51
H -1.58 -1.85 3.84
H -2.22 -0.89 5.24
C -1.97 -2.22 -5.44
O -1.60 -2.92 -4.27
C -1.87 -4.32 -4.19
O -2.26 -5.01 -5.11
O -1.65 -4.71 -2.90
C -2.17 -5.97 -2.49
H -1.57 -1.21 -5.40
H -3.05 -2.33 -5.59
H -1.41 -2.72 -6.23
H -3.22 -6.06 -2.78
H -2.10 -6.07 -1.41
H -1.64 -6.74 -3.05
C -2.37 2.43 6.09
O -1.55 3.60 5.83
C -0.39 3.48 4.98
O -0.10 2.46 4.31
O 0.24 4.63 4.90
C 0.21 5.63 5.94
H -1.81 1.52 6.31
H -2.95 2.20 5.20
H -3.09 2.49 6.91
H 1.13 6.21 5.92
H 0.12 5.16 6.92
H -0.63 6.26 5.65
C -0.88 -6.32 4.12
O -0.46 -5.77 2.81
C -1.21 -4.76 2.36
O -2.29 -4.32 2.79
O -0.70 -4.44 1.17
C -1.18 -3.30 0.45
H -0.09 -7.03 4.40
H -1.77 -6.95 4.12
H -1.03 -5.56 4.88
H -0.64 -3.30 -0.50
H -1.05 -2.31 0.89
H -2.24 -3.43 0.22
C 6.09 3.48 1.07
O 5.33 4.05 2.14
C 4.51 3.28 2.89
O 4.32 2.10 2.67
O 4.06 4.01 3.88
C 3.20 3.35 4.81
H 5.55 2.72 0.50
H 7.05 3.17 1.48
H 6.19 4.33 0.39
H 3.71 2.79 5.60
H 2.36 2.80 4.38
H 2.71 4.20 5.28
C -1.88 6.88 -2.64
O -1.37 5.84 -1.80
C -1.19 5.87 -0.47
O -1.19 6.91 0.20
O -1.02 4.62 0.00
C -0.97 4.39 1.39
H -2.42 7.67 -2.11
H -2.68 6.54 -3.29
H -1.04 7.36 -3.14
H -1.20 5.22 2.05
H -0.03 3.88 1.63
H -1.74 3.67 1.69
C -0.87 3.11 -3.31
O -2.10 2.81 -2.60
C -3.25 3.34 -3.01
O -3.50 4.03 -4.02
O -4.22 3.06 -2.11
C -4.01 2.50 -0.80
H 0.00 2.96 -2.67
H -0.87 4.16 -3.60
H -0.77 2.54 -4.23
H -3.08 2.79 -0.32
H -4.01 1.41 -0.80
H -4.87 2.70 -0.16
C 3.05 -1.77 -3.38
O 2.55 -0.72 -4.21
C 1.77 -0.95 -5.28
O 1.37 -2.07 -5.65
O 1.46 0.15 -5.83
C 0.62 0.22 -6.96
H 2.18 -2.08 -2.79
H 3.85 -1.49 -2.69
H 3.36 -2.58 -4.05
H -0.38 0.11 -6.55
H 0.69 -0.62 -7.65
H 0.61 1.11 -7.58
C -6.28 2.07 -5.52
O -5.66 0.92 -4.96
C -4.33 0.72 -5.20
O -3.66 1.21 -6.07
O -3.82 -0.24 -4.40
C -4.63 -0.97 -3.50
H -6.24 2.07 -6.61
H -5.77 2.95 -5.13
H -7.31 1.98 -5.20
H -5.04 -0.28 -2.77
H -4.16 -1.77 -2.93
H -5.52 -1.36 -3.98
C 3.68 -2.75 1.90
O 4.80 -3.18 1.16
C 5.07 -4.52 1.06
O 4.42 -5.34 1.70
O 6.07 -4.80 0.22
C 6.44 -6.10 -0.10
H 3.77 -3.08 2.94
H 2.69 -2.96 1.52
H 3.65 -1.67 2.08
H 5.60 -6.59 -0.60
H 6.40 -6.64 0.84
H 7.40 -6.24 -0.59
C 1.29 0.58 1.90
O 0.14 0.36 1.07
C 0.27 -0.45 -0.07
O 1.21 -1.20 -0.34
O -0.84 -0.28 -0.81
C -0.91 -0.64 -2.22
H 2.20 0.03 1.67
H 1.09 0.36 2.95
H 1.67 1.60 1.94
H -0.86 0.31 -2.75
H -1.90 -1.08 -2.31
H -0.03 -1.28 -2.33
C 4.24 -6.08 -4.28
O 4.03 -5.84 -2.92
C 2.80 -5.51 -2.45
O 1.73 -5.51 -3.05
O 2.98 -5.29 -1.13
C 1.84 -5.03 -0.31
H 3.32 -6.51 -4.68
H 5.15 -6.65 -4.45
H 4.45 -5.16 -4.83
H 1.01 -5.64 -0.66
H 1.48 -4.01 -0.39
H 2.05 -5.30 0.73
C 2.60 6.29 -1.13
O 3.11 5.04 -0.74
C 2.64 3.96 -1.50
O 2.14 4.12 -2.60
O 3.14 2.85 -1.03
C 2.99 1.55 -1.73
H 3.17 7.10 -0.65
H 1.68 6.59 -0.62
H 2.68 6.51 -2.19
H 2.07 1.46 -2.29
H 2.93 0.75 -0.99
H 3.86 1.45 -2.38
```

---

Arrangement 2

Below is a 14-piece molecular cluster, C42H84O42 overall, with properties calculated with ωB97M-V/def2-TZVPD.

* charge: 0
* Kohn-Sham gap: 10.76 eV
* HOMO: -0.38664 hartree

The geometry in XYZ format:
```
168
C42H84O42 | the Open Molecules 2025 dataset | ωB97M-V/def2-TZVPD
C -5.62 3.35 -3.39
O -6.36 3.75 -4.55
C -6.96 4.95 -4.67
O -7.02 5.82 -3.82
O -7.55 5.11 -5.89
C -7.87 6.36 -6.54
H -6.33 2.85 -2.73
H -5.19 4.21 -2.88
H -4.82 2.64 -3.61
H -8.71 6.83 -6.04
H -8.00 6.09 -7.59
H -6.93 6.88 -6.40
C -9.54 2.68 4.02
O -8.90 3.18 5.17
C -7.78 2.72 5.53
O -7.16 1.80 4.96
O -7.40 3.37 6.66
C -6.28 2.87 7.35
H -9.56 1.59 4.01
H -8.98 2.90 3.11
H -10.57 2.96 3.82
H -6.05 3.46 8.23
H -5.43 2.58 6.73
H -6.61 1.85 7.56
C -0.41 6.99 3.05
O -1.88 6.97 3.24
C -2.55 8.04 3.11
O -2.13 9.12 2.69
O -3.83 7.86 3.57
C -4.71 8.95 3.70
H 0.14 6.07 3.27
H -0.05 7.84 3.63
H -0.15 7.19 2.01
H -4.16 9.82 4.06
H -5.34 8.69 4.55
H -5.24 9.30 2.81
C 7.60 6.49 -2.43
O 7.93 6.90 -1.08
C 7.10 7.75 -0.45
O 6.08 8.23 -0.87
O 7.68 7.96 0.79
C 7.14 8.70 1.90
H 7.15 7.26 -3.04
H 6.94 5.63 -2.32
H 8.54 6.18 -2.88
H 7.31 9.75 1.71
H 7.77 8.53 2.77
H 6.09 8.51 2.15
C -15.88 0.03 -1.04
O -14.46 -0.03 -0.96
C -13.78 -1.15 -1.46
O -14.31 -2.04 -2.18
O -12.52 -0.99 -1.27
C -11.56 -1.87 -1.80
H -16.20 0.29 -2.05
H -16.32 0.67 -0.27
H -16.34 -0.93 -0.83
H -10.95 -1.25 -2.45
H -11.94 -2.65 -2.45
H -10.94 -2.31 -1.02
C -1.02 5.25 -9.31
O -1.26 6.28 -8.41
C -0.64 6.15 -7.22
O 0.33 5.41 -6.98
O -1.22 7.08 -6.37
C -0.93 7.32 -5.01
H 0.03 5.32 -9.56
H -1.59 5.44 -10.22
H -1.34 4.23 -9.10
H -0.17 8.09 -4.99
H -0.70 6.41 -4.46
H -1.70 7.87 -4.46
C 9.25 -2.78 -8.18
O 7.92 -2.56 -8.67
C 7.05 -1.76 -8.06
O 7.27 -1.10 -7.09
O 5.80 -1.87 -8.63
C 4.89 -0.81 -8.50
H 9.72 -1.84 -7.89
H 9.88 -3.07 -9.03
H 9.46 -3.54 -7.44
H 5.51 0.07 -8.65
H 4.42 -0.74 -7.52
H 4.14 -0.93 -9.28
C 2.59 -6.52 -5.16
O 3.61 -7.35 -4.52
C 4.60 -7.91 -5.22
O 4.80 -7.65 -6.39
O 5.33 -8.70 -4.33
C 6.52 -9.18 -4.88
H 2.10 -5.96 -4.36
H 1.88 -7.17 -5.68
H 2.99 -5.81 -5.88
H 7.24 -8.41 -5.13
H 6.36 -9.79 -5.77
H 7.01 -9.83 -4.15
C -14.28 -7.50 8.27
O -13.26 -6.68 7.73
C -12.83 -6.96 6.55
O -13.15 -7.96 5.87
O -11.97 -6.06 6.15
C -11.38 -6.29 4.87
H -14.57 -7.23 9.29
H -13.88 -8.50 8.44
H -15.19 -7.56 7.67
H -10.57 -5.58 4.71
H -12.05 -6.16 4.02
H -10.97 -7.30 4.88
C -1.48 -1.67 1.57
O -0.57 -1.43 0.52
C 0.50 -0.67 0.67
O 0.98 -0.14 1.66
O 1.05 -0.61 -0.56
C 2.33 0.11 -0.76
H -2.43 -1.42 1.09
H -1.31 -1.10 2.48
H -1.54 -2.74 1.76
H 2.87 -0.54 -1.44
H 2.75 0.17 0.24
H 2.02 1.08 -1.17
C 12.37 1.02 -1.73
O 13.67 1.32 -2.26
C 14.20 0.50 -3.19
O 13.83 -0.62 -3.53
O 15.42 1.04 -3.61
C 16.25 0.31 -4.52
H 11.60 0.98 -2.50
H 12.25 1.88 -1.07
H 12.39 0.12 -1.12
H 16.26 0.61 -5.57
H 16.30 -0.76 -4.33
H 17.24 0.62 -4.19
C -4.19 -7.37 6.76
O -3.50 -8.34 6.08
C -3.72 -8.76 4.87
O -4.63 -8.42 4.10
O -2.84 -9.77 4.68
C -2.88 -10.68 3.58
H -4.40 -6.46 6.19
H -3.47 -6.96 7.47
H -5.12 -7.62 7.28
H -2.79 -11.71 3.90
H -2.10 -10.48 2.85
H -3.79 -10.60 2.98
C 4.50 -6.22 1.66
O 5.93 -6.51 1.37
C 6.55 -5.66 0.62
O 6.31 -4.48 0.47
O 7.65 -6.20 0.11
C 8.48 -5.39 -0.73
H 4.06 -5.44 1.05
H 4.30 -5.87 2.68
H 3.98 -7.15 1.42
H 7.83 -4.87 -1.44
H 9.18 -5.98 -1.32
H 9.03 -4.63 -0.17
C 8.80 3.82 10.83
O 8.04 3.83 9.63
C 7.94 2.69 8.97
O 8.09 1.55 9.37
O 7.58 3.08 7.72
C 7.31 2.11 6.73
H 8.53 4.66 11.48
H 9.85 4.04 10.63
H 8.66 2.93 11.43
H 6.81 1.16 6.88
H 8.18 1.78 6.16
H 6.65 2.67 6.07
```

---

arrangement 1 is favored, and the nearest alternative lies 0.0942 hartree above it.